42
Properties=species:S:1:pos:R:3 method="wB97M-V/def2-TZVPD" spin_multiplicity=4 homo_energy_ev="3.686 / 3.212" s_squared=3.75 e_tot_ha=-8326.101433 de_lowest_ev=3.149 charge=-4 orbital_gap_ev="4.52 / 5.00"
V 0.6404 0.2289 0.0141
Br 3.3938 0.1160 -0.1736
C 0.3285 -3.4881 -3.0047
F 0.7759 -4.4639 -2.0963
F 0.5475 -3.9405 -4.2099
F -1.0119 -3.1677 -2.7635
S 1.4282 -1.9244 -2.6004
O 0.7682 -1.1862 -1.5791
O 2.7121 -2.4489 -2.0221
O 1.5576 -1.2228 -3.8992
C -0.7139 2.5826 3.8153
F -1.7164 2.0386 3.1372
F -0.9750 3.8127 4.2014
F -0.5381 1.8717 4.8933
S 0.8649 2.6088 2.6891
O 0.6386 1.5683 1.6715
O 0.8834 3.9730 2.0827
O 2.0092 2.2726 3.5407
C 1.1342 4.0852 -2.5666
F 0.4639 4.9946 -3.3390
F 2.3490 3.8846 -3.1558
F 1.1782 4.5278 -1.3078
S 0.1593 2.4434 -2.7595
O -1.2805 2.8506 -2.8076
O 0.7026 1.8531 -3.9616
O 0.4558 1.6407 -1.5734
C -4.0605 -0.1548 0.8820
F -5.4059 0.0556 0.6392
F -3.8408 0.5971 1.9819
F -3.6955 -1.4489 1.1802
S -2.8408 0.4022 -0.5170
O -3.0529 1.8571 -0.6893
O -1.4883 0.1914 0.0736
O -3.2267 -0.3581 -1.7006
C 0.9221 -4.1316 2.1173
F 0.0004 -3.9615 3.0082
F 1.7748 -5.0487 2.6737
F 0.5497 -4.5989 0.9401
S 1.7621 -2.4957 1.8416
O 3.0083 -2.7974 1.0330
O 0.7187 -1.6914 1.1857
O 2.1196 -1.9271 3.1249

***

11
Properties=species:S:1:pos:R:3 method="wB97M-V/def2-TZVPD" spin_multiplicity=5 homo_energy_ev="-20.399 / -24.313" s_squared=6.04 e_tot_ha=-1610.353469 charge=+2 orbital_gap_ev="9.05 / 11.21"
Cr -0.0064 -0.0473 -0.0232
O -0.9803 -2.9060 -1.7569
C -0.6525 -1.9705 -1.1843
C -0.1814 0.2987 1.7839
O -0.4704 0.4920 2.8881
C 0.8704 1.4330 -0.6963
O 1.2765 2.3764 -1.2307
C -1.6570 0.6398 -0.4072
O -2.5078 1.4586 -0.3927
O 2.7109 -0.9622 0.7114
C 1.5981 -0.8126 0.3079

***

39
Properties=species:S:1:pos:R:3 method="wB97M-V/def2-TZVPD" homo_energy_ev=-4.483 e_tot_ha=-5216.659911 de_lowest_ev=2.994 charge=-2 orbital_gap_ev=8.76
K 0.2580 -0.3561 -0.0512
C -2.3862 3.9164 -1.4482
F -3.2546 2.8896 -1.6945
F -1.9177 4.3008 -2.5782
F -3.0339 4.8805 -0.7977
S -0.8604 3.4441 -0.3132
O -0.4721 2.0950 -0.6714
O 0.1350 4.5049 -0.4962
O -1.4093 3.5129 1.0890
C -0.5984 -3.0612 -2.3777
F -0.3735 -3.4643 -3.6611
F -0.7864 -4.1048 -1.5930
F 0.4942 -2.4112 -1.9439
S -2.1190 -1.8035 -2.5274
O -1.7400 -0.6912 -3.4283
O -3.2349 -2.6350 -3.0308
N -2.2340 -1.2544 -0.9491
S -3.6808 -1.4938 -0.5346
O -4.7893 -0.9892 -1.3057
O -3.8434 -2.9312 -0.2094
C -3.7757 -0.4497 1.0810
F -2.5387 -0.1465 1.5110
F -4.5000 0.6395 0.7388
F -4.5334 -1.1558 1.9520
C 1.9308 1.5991 2.4820
F 0.6432 1.2453 2.5438
F 2.2014 2.0695 1.2670
F 2.2547 2.4634 3.4827
S 2.9111 -0.0153 2.7711
O 4.3270 0.3931 2.9468
O 2.3084 -0.5923 4.0090
N 2.5293 -0.8650 1.2872
S 3.7033 -1.7991 0.9879
O 4.3756 -2.3662 2.2069
O 3.3388 -2.8437 0.0574
C 4.9188 -0.7986 -0.0135
F 6.0660 -1.4758 -0.2110
F 4.2861 -0.5636 -1.2121
F 5.3999 0.3134 0.6346

***

15
Properties=species:S:1:pos:R:3 method="wB97M-V/def2-TZVPD" homo_energy_ev=-9.026 e_tot_ha=-196.371915 de_lowest_ev=3.714 charge=0 orbital_gap_ev=10.21
C -1.5522 1.7568 -0.1218
C -0.5717 1.0659 0.8496
C -0.1417 -0.2561 0.4389
C 0.9853 -0.5858 -0.2551
C 1.3520 -2.0301 -0.7593
H -1.7033 2.7377 0.2874
H -2.5321 1.3197 -0.2205
H -0.9832 1.6860 -1.2697
H -0.8925 1.0679 1.7492
H 0.4505 1.6856 0.8211
H -0.7527 -1.1797 0.6074
H 1.5078 0.1179 -0.4508
H 1.3677 -1.9150 -1.8749
H 0.6200 -2.7818 -0.3861
H 2.4873 -2.4418 -0.1771

***

15
Properties=species:S:1:pos:R:3 method="wB97M-V/def2-TZVPD" homo_energy_ev=-9.358 e_tot_ha=-196.331890 de_lowest_ev=4.803 charge=0 orbital_gap_ev=10.71 smiles="C1=CC1.[H][H].C=C"
C 1.5148 0.9128 -0.3835
C 1.7439 -0.1874 -1.0201
C 1.7891 -0.2847 0.4764
H 1.2592 1.9608 -0.3924
H 1.8115 -0.7339 -1.9481
H 0.9579 -0.7635 1.0061
H 2.7507 -0.3808 0.9900
H -0.7351 -1.6769 -0.7200
H -0.1973 -2.0742 -1.0480
C -2.1326 0.0137 0.4780
C -1.4543 1.1487 0.5966
H -2.1457 -0.7313 1.2698
H -2.6884 -0.2265 -0.4241
H -1.4272 1.8865 -0.2012
H -0.8852 1.3800 1.4930

***

15
Properties=species:S:1:pos:R:3 method="wB97M-V/def2-TZVPD" homo_energy_ev=-9.367 e_tot_ha=-196.426127 de_lowest_ev=2.239 charge=0 orbital_gap_ev=10.50 smiles=CC1(C)CC1
C -1.2645 -0.9976 -0.0426
C -0.1840 -0.0649 -0.0389
C -0.4892 1.4926 -0.0871
C 1.2218 -0.3807 -0.6986
C 1.0491 -0.2481 0.7529
H -2.0524 -0.8740 -0.7832
H -1.7248 -0.9602 0.9565
H -0.9256 -2.0311 -0.0215
H -1.1376 2.0099 -0.8191
H 0.5735 1.5657 -0.2351
H -0.6283 2.0214 0.9025
H 1.7892 0.3274 -1.3157
H 1.2238 -1.3211 -1.1321
H 1.3294 0.6276 1.3121
H 1.2195 -1.1668 1.2501

***

15
Properties=species:S:1:pos:R:3 method="wB97M-V/def2-TZVPD" homo_energy_ev=-9.669 e_tot_ha=-196.447752 de_lowest_ev=1.650 charge=0 orbital_gap_ev=10.90 smiles="C=CCCC"
C 2.2050 -0.4219 0.1653
C 1.1825 0.1759 -0.4224
C 0.1412 1.0875 0.2133
C -1.2769 0.5383 -0.0603
C -1.3691 -1.0372 0.0675
H 2.9913 -1.0283 -0.3925
H 2.3852 -0.2784 1.2218
H 0.9354 0.0154 -1.5631
H 0.2184 2.1028 -0.3701
H 0.2000 1.2095 1.3711
H -1.4974 0.8936 -1.1418
H -2.0312 1.0551 0.5453
H -2.4333 -1.3467 -0.0519
H -0.7425 -1.5659 -0.7184
H -0.9084 -1.3995 1.1361

***

15
Properties=species:S:1:pos:R:3 method="wB97M-V/def2-TZVPD" homo_energy_ev=-9.034 e_tot_ha=-196.477632 de_lowest_ev=0.837 charge=0 orbital_gap_ev=10.17 smiles="C=C(C)CC"
C 1.4356 -0.4231 1.0255
C 0.5265 0.2283 0.2578
C 1.0201 1.2161 -0.7922
C -0.9380 0.0145 0.5221
C -1.5324 -0.9737 -0.4832
H 1.1607 -0.9822 1.8876
H 2.4977 -0.2699 0.8846
H 1.9167 1.6943 -0.4979
H 0.2399 1.9269 -0.9370
H 1.2569 0.6786 -1.7312
H -1.4452 0.9679 0.4798
H -1.0834 -0.3956 1.5416
H -0.9290 -1.9053 -0.5498
H -2.5494 -1.2037 -0.1190
H -1.5767 -0.5731 -1.4886